ORCA calculation (the ωB97M-V functional and the def2-TZVPD basis) on one molecule with the formula C3H3ClFNS.

Structure (XYZ):
```
10
Properties=species:S:1:pos:R:3
F -1.3119 1.9645 0.0073
C -0.9252 0.7940 -0.7191
S -2.1932 -0.4935 -0.8482
N -1.3698 -1.5677 0.0229
C -0.2406 -1.1426 0.5052
C 0.2149 0.1550 -0.0111
Cl 1.5018 -0.2179 -1.1656
H -0.4716 1.1934 -1.6370
H 0.3246 -1.7642 1.0991
H 0.5687 0.7479 0.7652
```

## Properties
SMILES   F[C@@H]1SN=C[C@H]1Cl
Frontier orbital gap   9.6 eV
Energy relative to the best compared isomer or geometry (same formula, charge and spin)   6.7 kcal/mol
Total charge   0

***

ORCA calculation (the ωB97M-V functional and the def2-TZVPD basis) on a 2-piece molecular cluster, C6H14NO2 overall.

Structure (XYZ):
```
23
Properties=species:S:1:pos:R:3
O -0.1964 1.4011 2.5582
C 0.5367 1.3704 1.6279
C 0.4873 0.2419 0.5765
C 0.0881 0.7884 -0.8771
C 0.9279 0.3812 -2.0820
C 1.7750 -2.0102 -1.8151
C 1.0197 -1.0879 -2.4549
N -0.4159 -0.8388 1.0967
H 1.2568 2.1856 1.4210
H 1.4626 -0.1391 0.2807
H 0.3068 1.8486 -0.7023
H -0.9817 0.6534 -1.0343
H 0.5535 0.8256 -3.0017
H 1.9802 0.7116 -2.0155
H 2.2396 -2.8899 -2.2637
H 2.0854 -2.0764 -0.7629
H 0.6992 -1.4271 -3.4486
H -0.0201 -1.7446 0.8719
H -1.3544 -0.8070 0.6746
H -0.4975 -0.6710 2.1117
H -3.5565 0.5541 1.5689
H -3.7527 -0.2014 0.2026
O -3.1426 -0.0532 0.9316
```

## Properties
Frontier orbital gap (alpha / beta)   9.0 / 5.3 eV
Energy relative to the best compared isomer or geometry (same formula, charge and spin)   22.7 kcal/mol
Total charge   +2
2S+1   2

***

ORCA calculation (the ωB97M-V functional and the def2-TZVPD basis) on a 3-piece molecular cluster, C4H16NO2 overall.

Structure (XYZ):
```
23
Properties=species:S:1:pos:R:3
C -1.9724 -1.8216 0.0928
C -0.7620 -0.9668 -0.4563
N -0.9508 0.4459 0.1339
C -0.8183 0.5451 1.6939
C -0.8479 -0.9116 -2.0462
H -1.9601 -2.9061 -0.4090
H -1.8254 -1.8113 1.2564
H -2.9468 -1.4013 -0.2467
H 0.1777 -1.2882 0.0499
H -1.6690 1.0700 -0.2573
H -0.0353 0.8894 -0.1453
H -1.8371 0.1857 2.0296
H -0.5867 1.5717 1.8589
H -0.0363 -0.2829 1.8124
H -1.5836 -1.6305 -2.4050
H -1.2440 0.0545 -2.4189
H 0.1661 -1.1817 -2.3875
H 1.7989 0.9364 0.6361
H 2.2272 0.9543 -0.9575
O 1.4992 1.0498 -0.2315
H 4.4688 2.9128 0.5658
H 4.7358 1.5064 1.0578
O 4.0020 2.0801 0.7735
```

## Properties
Frontier orbital gap   12.1 eV
Energy relative to the best compared isomer or geometry (same formula, charge and spin)   47.3 kcal/mol
Total charge   +1

***

ORCA calculation (the ωB97M-V functional and the def2-TZVPD basis) on C55H40Cl3I2N4O5Ta as an isolated structure.

Structure (XYZ):
```
110
Properties=species:S:1:pos:R:3
Ta 0.3600 -0.0688 -0.2210
C 0.3794 9.1281 -3.3664
O -0.3899 8.6621 -2.2596
C -0.3059 7.3593 -1.9340
C -1.0402 6.9656 -0.8119
C -1.0204 5.6490 -0.4055
C -0.2803 4.6922 -1.1071
C 0.4454 5.0904 -2.2159
C 0.4389 6.4169 -2.6406
C -0.2589 3.2795 -0.6376
C 0.6169 2.9152 0.3814
C 1.3764 3.8177 1.1665
C 1.7142 3.1657 2.3064
C 1.2326 1.8267 2.2276
N 0.6378 1.6481 0.9672
C 1.3435 0.8400 3.2122
C 1.4677 -0.4990 2.7428
C 2.3203 -1.5061 3.2509
C 2.2205 -2.6048 2.4422
C 1.2729 -2.3013 1.4506
C 0.6183 -3.2282 0.6270
C 1.2201 -4.5734 0.4920
C 2.4975 -4.7015 -0.0399
C 3.0852 -5.9490 -0.2219
C 2.3842 -7.0950 0.1478
O 2.8515 -8.3487 0.0286
C 4.1393 -8.5334 -0.5564
C 1.1092 -6.9778 0.7064
C 0.5386 -5.7370 0.8715
C -0.5903 -2.9061 0.0203
N -1.0916 -1.6066 -0.1249
C -2.2574 -1.7303 -0.8504
C -2.9833 -0.6749 -1.4099
C -4.2704 -0.9790 -2.0821
C -5.2956 -1.6009 -1.3832
C -6.5079 -1.9021 -1.9895
C -6.6975 -1.5853 -3.3335
O -7.8293 -1.8351 -4.0186
C -8.8986 -2.4744 -3.3207
C -5.6701 -0.9690 -4.0521
C -4.4777 -0.6693 -3.4299
C -2.5135 0.6136 -1.4022
C -3.1957 1.7441 -1.9509
C -2.4003 2.8253 -1.8114
C -1.2296 2.4153 -1.1084
N -1.2787 1.0383 -0.8872
C -2.5269 -3.1045 -1.0924
C -1.4812 -3.8179 -0.6096
N 0.8669 -0.9684 1.5931
C 1.3551 1.1617 4.6486
C 1.1712 2.4823 5.1229
C 1.1738 2.7891 6.4576
C 1.3211 1.7782 7.4114
O 1.3247 2.1681 8.6872
C 1.5032 1.1733 9.7040
C 1.3701 0.4497 6.9889
C 1.3687 0.1630 5.6378
H 0.2256 10.1999 -3.4103
H 0.0342 8.6741 -4.2963
H 1.4393 8.9167 -3.2191
H -1.6213 7.7099 -0.2823
H -1.5969 5.3513 0.4647
H 1.0213 4.3612 -2.7832
H 0.9998 6.6963 -3.5192
H 1.5806 4.8440 0.9039
H 2.2946 3.5654 3.1192
H 2.9746 -1.3946 4.0972
H 2.7184 -3.5543 2.5525
H 3.0484 -3.8146 -0.3384
H 4.0761 -6.0145 -0.6450
H 4.2974 -9.6052 -0.5978
H 4.9132 -8.0749 0.0611
H 4.1721 -8.1192 -1.5648
H 0.5957 -7.8781 1.0180
H -0.4353 -5.6656 1.3425
H -5.1615 -1.8395 -0.3331
H -7.2894 -2.3696 -1.4113
H -9.6976 -2.5989 -4.0421
H -9.2474 -1.8519 -2.4955
H -8.5851 -3.4503 -2.9475
H -5.8329 -0.7411 -5.0974
H -3.6830 -0.2048 -4.0050
H -4.1896 1.7111 -2.3673
H -2.6044 3.8431 -2.1048
H -3.3881 -3.4802 -1.6221
H -1.3405 -4.8835 -0.6691
H 0.9646 3.2878 4.4402
H 1.0246 3.8047 6.7988
H 1.6050 1.7161 10.6360
H 2.4053 0.5922 9.5149
H 0.6321 0.5195 9.7503
H 1.3633 -0.3590 7.7030
H 1.3136 -0.8759 5.3663
I 4.5782 3.1687 -0.8612
C 4.9654 1.5006 0.3580
I 3.7867 -0.2410 0.0623
H 4.8249 1.7778 1.3936
H 5.9731 1.1615 0.1590
Cl 3.5893 -0.3259 -6.8249
C 2.7890 -0.5808 -5.3206
C 2.5891 0.4967 -4.4702
C 1.9533 0.2226 -3.2808
Cl 1.5479 1.4712 -2.1190
C 1.5285 -1.0318 -2.9055
O 0.9248 -1.1561 -1.7025
C 1.7163 -2.0835 -3.7812
Cl 1.1923 -3.6644 -3.3440
C 2.3547 -1.8570 -4.9892
H 2.9111 1.4932 -4.7374
H 2.5145 -2.6803 -5.6718
```

## Properties
Frontier orbital gap   5.2 eV
Total charge   +2

***

ORCA calculation (the ωB97M-V functional and the def2-TZVPD basis) on a 2-piece molecular cluster, C5H12O3 overall.

Structure (XYZ):
```
20
Properties=species:S:1:pos:R:3
C -1.2303 -2.8637 -2.5557
C -1.1307 -1.3918 -2.0952
O -0.7143 -1.4561 -0.7777
C -0.3154 -0.3793 -0.0776
O -0.7263 0.7669 -0.2568
C 0.6780 -0.7960 1.0751
C 1.2907 0.4243 1.7763
H -2.0563 -3.4140 -2.0745
H -0.2780 -3.3475 -2.2808
H -1.3548 -2.9285 -3.6498
H -2.1011 -0.8626 -2.1556
H -0.3898 -0.8025 -2.6690
H 0.0113 -1.3522 1.7619
H 1.4577 -1.4977 0.7213
H 2.3868 0.3262 1.8514
H 0.8857 0.6246 2.7825
H 1.0582 1.2842 1.1258
O 1.1579 6.0856 2.6508
H 0.3479 5.7906 3.1254
H 1.0230 5.7894 1.7222
```

## Properties
SMILES   CCOC(=O)CC.O
Frontier orbital gap   11.3 eV
Energy relative to the best compared isomer or geometry (same formula, charge and spin)   20.0 kcal/mol
Total charge   0

***

ORCA calculation (the ωB97M-V functional and the def2-TZVPD basis) on one molecule with the formula C5H8O.

Structure (XYZ):
```
14
Properties=species:S:1:pos:R:3
C -1.6946 0.2103 -0.5105
C -0.4540 -0.5044 0.0073
C 0.8919 -0.2539 -0.7319
C 1.5375 0.3006 0.5659
C 0.1826 0.1216 1.2527
O -0.2497 0.4180 2.3342
H -2.5252 0.1073 0.1951
H -1.4982 1.2808 -0.6432
H -2.0052 -0.1983 -1.4778
H -0.6612 -1.5708 0.1648
H 1.3703 -1.1496 -1.1330
H 0.8067 0.4871 -1.5328
H 2.3302 -0.3179 0.9996
H 1.8865 1.3376 0.5370
```

## Properties
SMILES   C[C@H]1CCC1=O
Frontier orbital gap   10.4 eV
Energy relative to the best compared isomer or geometry (same formula, charge and spin)   18.2 kcal/mol
Total charge   0

***

ORCA calculation (the ωB97M-V functional and the def2-TZVPD basis) on one molecule with the formula C29H29N3O3S.

Structure (XYZ):
```
65
Properties=species:S:1:pos:R:3
C -3.2200 5.7235 0.9707
C -3.2661 4.2746 0.5799
C -4.4935 3.6378 0.3875
C -4.5449 2.3278 -0.0736
C -3.3562 1.6452 -0.3560
S -3.3790 0.0014 -1.1077
N -2.4502 -0.8711 -0.1358
C -2.3916 -2.2983 -0.2455
C -2.8221 -3.0226 1.0356
C -3.0737 -4.4036 0.9946
C -3.0999 -5.1356 2.1844
C -3.0606 -4.4589 3.4235
C -2.9331 -3.0531 3.4459
C -2.8270 -2.3218 2.2419
O -4.7717 -0.4285 -1.1044
O -2.7168 0.2702 -2.3645
C -2.1175 2.2562 -0.1258
C -2.0790 3.5795 0.3178
H -2.1955 6.1090 0.9247
H -3.8369 6.3115 0.2801
H -3.6081 5.8808 1.9838
H -5.4049 4.1950 0.5894
H -5.4898 1.8147 -0.1884
H -2.8622 -2.7349 -1.1683
H -3.1492 -4.9000 0.0245
H -3.1504 -6.2254 2.1338
H -3.0956 -5.0273 4.3776
H -2.9065 -2.5118 4.3981
H -2.6482 -1.2389 2.2309
H -1.1895 1.6935 -0.2457
H -1.1242 4.1006 0.4554
C -0.3273 -9.0545 -2.4421
N -0.5518 -8.3551 -1.2041
C -1.1184 -9.1947 -0.1552
C -0.4764 -6.9873 -1.1201
C -0.6603 -6.1257 -2.2154
C -0.7748 -4.7650 -2.0299
N -0.5593 -4.1898 -0.8310
C -0.8303 -2.7003 -0.5909
C -0.4589 -1.8794 -1.8151
C 0.2798 -0.6152 -1.5383
C 0.2098 0.3373 -2.5550
C 0.9086 1.5277 -2.4262
C 1.7429 1.7680 -1.3263
C 1.9017 0.7555 -0.3706
C 1.2055 -0.4511 -0.4860
O -0.6306 -2.2286 -2.9966
C -0.1060 -5.0007 0.2003
C -0.1683 -6.3810 0.1313
H 0.3765 -8.5118 -3.0825
H 0.0681 -10.0479 -2.1961
H -1.2607 -9.2058 -2.9967
H -1.2739 -8.5958 0.7502
H -2.0799 -9.6425 -0.4762
H -0.4535 -10.0492 0.0559
H -0.7702 -6.4787 -3.2281
H -0.9333 -4.1053 -2.8603
H -0.0985 -2.4996 0.2404
H -0.3722 0.1315 -3.4523
H 0.7802 2.2890 -3.1874
H 2.2617 2.7257 -1.1970
H 2.5641 0.8778 0.4881
H 1.3924 -1.3178 0.1572
H 0.1921 -4.5148 1.1312
H 0.0500 -6.9720 1.0283
```

## Properties
Frontier orbital gap   6.4 eV
Energy relative to the best compared isomer or geometry (same formula, charge and spin)   97.5 kcal/mol
Total charge   0

***

ORCA calculation (the ωB97M-V functional and the def2-TZVPD basis) on an isolated ion of composition C7H13INO and charge +1.

Structure (XYZ):
```
23
Properties=species:S:1:pos:R:3
C -0.3010 2.3459 1.2672
C -0.1086 1.6880 -0.0971
O 1.2283 1.7835 -0.5113
C -0.3766 0.2016 -0.0377
C -1.4874 -0.5423 0.3714
I -3.4413 0.1963 0.4226
C -1.1160 -1.9457 0.5563
C 0.4264 -1.9661 0.4777
N 0.7370 -0.6994 -0.2464
C 1.0272 -0.8273 -1.7119
H -0.5290 3.3354 1.0915
H 0.7331 2.2710 1.8190
H -0.9681 1.8077 1.7549
H -0.6904 2.2312 -0.8625
H 1.2875 2.5869 -0.9546
H -1.5670 -2.4119 1.4706
H -1.5316 -2.4228 -0.3569
H 0.9572 -1.9824 1.5761
H 0.7663 -2.8295 -0.0522
H 1.5402 -0.1781 0.1365
H 0.2842 -1.3784 -2.3161
H 1.1433 0.1890 -2.0233
H 1.9863 -1.4526 -1.7738
```

## Properties
SMILES   C[C@@H](O)C1=C(I)CC[N@H+]1C
Frontier orbital gap   9.7 eV
Energy relative to the best compared isomer or geometry (same formula, charge and spin)   34.7 kcal/mol
Total charge   +1